Computed, not measured: a molecular structure, C20H31N3PdSb2, with wB97M-V/def2-TZVPD.

Geometry (Å):
Pd -0.6196 0.1459 -0.2259
C -2.7665 -2.9084 2.7898
Sb -1.4937 -1.4951 1.8311
C -2.9236 -0.9467 0.2943
C -0.4813 -3.2267 0.6007
C 0.6506 -3.5375 1.4319
C 0.4716 -4.3299 2.5945
C 1.5008 -4.5686 3.4580
C 2.7773 -4.0239 3.2009
C 2.9977 -3.2830 2.0685
C 1.9702 -3.0398 1.1443
C 2.2723 -2.3277 -0.0927
Sb 1.8969 -0.1591 0.0799
C 2.6304 0.2428 2.0157
C 3.4070 0.6261 -1.1631
H -2.2102 -3.4740 3.5303
H -3.2221 -3.5614 2.0482
H -3.5388 -2.3326 3.2983
H -3.1482 -1.8027 -0.3393
H -2.7073 -0.0896 -0.3830
H -3.8283 -0.6130 0.8047
H -0.2869 -2.8460 -0.3957
H -1.3075 -3.9304 0.6317
H -0.5024 -4.7665 2.7697
H 1.3559 -5.1827 4.3358
H 3.5877 -4.2255 3.8875
H 3.9940 -2.9180 1.8522
H 1.6980 -2.6456 -0.9576
H 3.3374 -2.3603 -0.3252
H 3.6845 -0.0211 2.0812
H 2.0602 -0.3207 2.7520
H 2.5138 1.3063 2.2197
H 4.3819 0.3644 -0.7574
H 3.3042 1.7095 -1.1955
H 3.3023 0.2292 -2.1704
N 0.0280 3.0840 0.0285
C -0.3809 3.0174 -1.3381
C 0.6655 3.5961 -2.2450
C 1.2121 2.9032 -3.2471
C 0.7017 1.5823 -3.6273
C -0.3242 1.0500 -2.9779
N -0.8363 1.5960 -1.7445
H 0.8645 3.6364 0.1638
H -0.6925 3.4009 0.6652
H 0.9501 4.6230 -2.0499
H 1.9800 3.3544 -3.8602
H 1.0882 1.0987 -4.5125
H -0.8618 0.1615 -3.2858
C -4.1443 4.2703 -1.8175
C -2.6644 4.5568 -1.6093
C -1.8304 3.3349 -1.6478
N -2.1900 2.1382 -1.9687
H -4.7101 5.1989 -1.7980
H -4.5320 3.6189 -1.0352
H -4.3207 3.7847 -2.7755
H -2.4799 5.0656 -0.6569
H -2.2811 5.2401 -2.3754

The HOMO-LUMO gap (alpha / beta) comes out at 5.22 / 4.70 eV. The total charge is +2. The value obtained for the total energy is -1552.6213 hartree. As for the multiplicity: 1. The maximum force comes out at 1.7 eV/Å.

Atomic partial charges in e from the Löwdin method, atoms 1 to 6: 0.372, -0.274, 1.333, -0.344, -0.222, -0.312

Computed, not measured: 2 unconnected molecules or ions with the total composition C6H17NO, with wB97M-V/def2-TZVPD.

Geometry (Å):
C 0.1136 0.5695 2.1218
C -0.4304 0.8680 0.7272
C -1.5972 -0.0253 0.2758
C -1.9563 0.3030 -1.1733
C -1.3249 -1.5221 0.4186
H -0.6930 0.5553 2.8544
H 0.8144 1.3469 2.4241
H 0.6206 -0.3930 2.1579
H -0.8402 1.8832 0.7615
H 0.4023 1.1298 -0.0488
H -2.4601 0.2131 0.9109
H -1.1215 0.0650 -1.8297
H -2.2016 1.3587 -1.2818
H -2.8166 -0.2794 -1.4994
H -0.5173 -1.8320 -0.2406
H -1.0670 -1.7894 1.4409
H -2.2118 -2.0865 0.1340
C 2.7059 0.5184 -0.7354
N 1.9334 -0.6842 -0.7685
O 1.2368 -0.7497 -2.0293
H 3.2739 0.5296 0.1925
H 3.3868 0.5748 -1.5832
H 1.9484 1.3981 -0.6302
H 1.1190 -0.5059 -0.0723
H 1.6826 -1.4460 -2.5273

The HOMO-LUMO gap comes out at 10.30 eV. The SMILES is CCC(C)C.CNO. The total charge is 0. The value obtained for the total energy is -368.7104 hartree. As for the multiplicity: 1. The maximum force comes out at 2.6 eV/Å.

Atomic partial charges in e from the Löwdin method, atoms 1 to 6: -0.106, -0.271, -0.435, -0.080, -0.078, 0.079

Computed, not measured: a molecular structure, C19H26FN4ORuSSi, with wB97M-V/def2-TZVPD.

Geometry (Å):
Ru -0.3496 0.9447 -0.6248
C -4.5164 -2.8817 -0.5709
C -3.2202 -3.4144 -1.1775
N -2.0731 -3.2167 -0.3285
C -1.4320 -2.0286 -0.1893
S -1.7923 -0.7397 -1.3701
N -0.5524 -1.9199 0.7558
N 0.1500 -0.8169 0.8400
C 1.0527 -0.5419 1.7779
C 1.4062 -1.5133 2.8639
C 1.6421 0.7290 1.6705
C 2.6575 1.2035 2.5412
C 3.2275 2.4221 2.3314
C 2.8037 3.2082 1.2377
C 1.7938 2.7242 0.4379
N 1.2129 1.5481 0.6440
H -5.3203 -2.9436 -1.2973
H -4.3829 -1.8458 -0.2718
H -4.8035 -3.4581 0.3035
H -3.0186 -2.8987 -2.1171
H -3.3019 -4.4852 -1.3744
H -1.9909 -3.8139 0.4799
H 0.7778 -2.3943 2.7767
H 1.2498 -1.0575 3.8404
H 2.4462 -1.8204 2.7773
H 2.9665 0.5709 3.3567
H 4.0035 2.7859 2.9877
H 3.2524 4.1662 1.0405
H 1.4230 3.3023 -0.4095
C 1.4951 -2.1391 -2.7539
Si 2.1464 -0.3284 -2.6983
C 2.5716 0.2126 -4.4872
C 3.7742 -0.2678 -1.6750
O 1.0524 0.6096 -2.0510
H 2.1652 -2.8028 -3.2915
H 0.5248 -2.1728 -3.2432
H 1.3661 -2.5295 -1.7470
H 3.3367 -0.4526 -4.8759
H 2.9532 1.2277 -4.5232
H 1.7083 0.1576 -5.1407
H 4.5807 -0.7719 -2.1946
H 3.6405 -0.7478 -0.7109
H 4.0807 0.7568 -1.4939
F -4.5653 3.6502 2.9053
C -3.5902 3.0205 2.2092
C -3.2908 3.4537 0.9304
C -2.3067 2.7846 0.2207
C -1.6277 1.6888 0.7666
C -1.9379 1.3079 2.0729
C -2.9198 1.9636 2.7963
H -3.8263 4.2953 0.5141
H -2.0649 3.1239 -0.7941
H -1.4081 0.4834 2.5301
H -3.1695 1.6616 3.8026

The HOMO-LUMO gap (alpha / beta) comes out at 6.84 / 6.99 eV. The total charge is 0. The value obtained for the total energy is -1916.3133 hartree. As for the multiplicity: 2. The maximum force comes out at 6.0 eV/Å. The expectation value of S² is 0.76.

Atomic partial charges in e from the Löwdin method, atoms 1 to 6: 1.045, -0.088, -0.291, -0.008, -0.691, 0.642

Computed, not measured: 10 unconnected molecules or ions with the total composition C24H69NO14, with wB97M-V/def2-TZVPD.

Geometry (Å):
C -12.6040 -0.2740 -30.5540
O -12.5690 0.5920 -29.4400
C -13.4870 1.6380 -29.5790
C -13.4350 2.7230 -28.4750
N -14.3760 3.7320 -28.8880
C -14.0720 4.9550 -28.2560
C -15.3400 5.7280 -28.0720
O -15.1400 6.8490 -27.6630
C -14.9350 7.6980 -28.8440
H -12.4310 0.2380 -31.4670
H -13.5500 -0.7660 -30.6680
H -11.8630 -1.1900 -30.5050
H -14.5040 1.2400 -29.7770
H -13.1200 2.1260 -30.4530
H -12.4360 3.1090 -28.4690
H -13.5240 2.5210 -27.4130
H -15.3030 3.4730 -28.6180
H -13.5070 5.5640 -28.8510
H -13.6700 4.9840 -27.2590
H -15.9780 5.3290 -27.3590
H -15.9820 5.7210 -28.9850
H -14.0080 7.4970 -29.3610
H -14.8110 8.7540 -28.4930
H -15.7440 7.6170 -29.5000
O -17.9730 11.3020 -25.9890
C -16.7820 12.0240 -25.6270
C -15.8080 11.0030 -25.8670
O -15.8860 10.6690 -27.2510
H -18.1570 10.6670 -25.2970
H -16.6660 12.9540 -26.2900
H -16.6900 12.2820 -24.5930
H -15.8670 10.1010 -25.2900
H -14.8220 11.4210 -25.6780
H -16.7400 11.0370 -27.5010
O -8.7160 10.4600 -27.3700
C -8.7130 9.9320 -26.0490
C -7.3790 9.8360 -25.5710
O -7.2730 9.7280 -24.1550
H -9.6240 10.5540 -27.6190
H -9.3440 10.5120 -25.4630
H -9.1930 8.9630 -26.2430
H -6.8350 10.6960 -25.9110
H -6.7880 8.9700 -25.9050
H -6.7520 10.4040 -23.9150
O -11.2650 7.4000 -28.6580
C -10.3880 7.4150 -29.8100
C -10.0490 8.7410 -30.1400
O -9.2620 8.5880 -31.2770
H -11.7010 8.2150 -28.6800
H -9.5140 6.7010 -29.6910
H -11.1680 7.0780 -30.5940
H -9.5640 9.3400 -29.3880
H -10.9250 9.2820 -30.4660
H -8.3650 8.6690 -30.9800
C -14.2920 14.5840 -26.4230
C -13.5600 14.7500 -25.1050
O -14.2060 14.1550 -23.9630
H -14.2340 13.4570 -26.5490
H -13.7840 14.9640 -27.2780
H -15.2980 15.1090 -26.5130
H -13.3270 15.8400 -24.9740
H -12.5920 14.2760 -25.1770
H -14.3850 15.0280 -23.5360
C -8.5000 13.8670 -28.7310
C -7.8990 15.1180 -28.3780
O -7.2380 15.5480 -29.6220
H -7.9120 13.0080 -28.8990
H -9.1350 14.0570 -29.5780
H -9.2730 13.4420 -28.0030
H -7.1730 15.0770 -27.5540
H -8.5900 15.9230 -28.0760
H -6.3790 15.2340 -29.5750
C -11.3400 11.3620 -24.1030
C -12.4730 11.2070 -23.2530
O -12.0140 11.5000 -22.0200
H -10.6290 10.5830 -23.8100
H -10.9680 12.3950 -23.9900
H -11.6550 11.1280 -25.1520
H -12.9020 10.2360 -23.3770
H -13.1910 11.9160 -23.6360
H -11.3320 10.8200 -21.7680
C -11.6040 8.0790 -24.9390
C -12.5230 7.2420 -25.6340
O -13.5000 8.1090 -26.0850
H -10.6800 7.6260 -24.5200
H -12.1070 8.4200 -24.0210
H -11.1480 8.7860 -25.6570
H -12.9800 6.6510 -24.8800
H -12.1600 6.5530 -26.4270
H -14.1180 7.6600 -26.7210
C -8.6250 13.4270 -25.4130
C -8.3120 13.1560 -24.0600
O -7.0110 13.6390 -23.7130
H -7.9310 12.7270 -26.0150
H -8.3880 14.4380 -25.6120
H -9.6700 13.2000 -25.6370
H -8.3810 12.0770 -23.8870
H -9.1570 13.6610 -23.4460
H -6.8570 13.5590 -22.7860
C -11.4080 12.1010 -27.8800
C -12.5730 11.1930 -27.8010
O -12.1750 9.9010 -27.6040
H -10.8480 12.1260 -26.9080
H -11.7620 13.1050 -27.8480
H -10.6570 11.8630 -28.7190
H -13.1830 10.9830 -28.6560
H -13.2240 11.6530 -27.0350
H -12.6110 9.4060 -26.8940

The HOMO-LUMO gap comes out at 9.62 eV. The SMILES is COCCNCCOC.OCCO.OCCO.OCCO.CCO.CCO.CCO.CCO.CCO.CCO. The total charge is 0. The value obtained for the total energy is -2063.4859 hartree. As for the multiplicity: 1. The maximum force comes out at 13.1 eV/Å.

Atomic partial charges in e from the Löwdin method, atoms 1 to 6: -0.131, -0.187, -0.221, -0.185, -0.047, -0.206

Computed, not measured: 3 unconnected molecules or ions with the total composition C4H14N2O2, with wB97M-V/def2-TZVPD.

Geometry (Å):
C 2.5592 1.3985 0.1268
N 2.4255 0.3386 -0.5066
C 1.1311 -0.1888 -0.9152
C -0.0839 0.7352 -0.8345
C -0.6141 0.9851 0.6066
N -1.9069 0.4604 1.0069
H 3.4638 1.8162 0.5108
H 1.7650 2.0798 0.3630
H 1.2386 -0.6028 -1.9020
H 0.9751 -0.9898 -0.1865
H -0.8367 0.1792 -1.4003
H 0.0510 1.6741 -1.3426
H -0.7082 2.0575 0.7445
H 0.1629 0.5997 1.2696
H -1.9590 -0.5501 1.0798
H -2.6225 0.7365 0.3448
O -3.5244 -0.6397 -2.0766
H -3.5152 -1.5694 -1.8413
H -2.8388 -0.2653 -1.5204
O 1.2965 -2.7727 1.8963
H 2.2254 -3.0007 1.7598
H 1.3155 -2.4817 2.8171

The HOMO-LUMO gap comes out at 9.88 eV. The SMILES is C=NCCCN.O.O. The total charge is 0. The value obtained for the total energy is -420.7398 hartree. As for the multiplicity: 1. The maximum force comes out at 1.4 eV/Å.

Atomic partial charges in e from the Löwdin method, atoms 1 to 6: -0.072, -0.015, -0.236, -0.186, -0.294, -0.004

Summary of energy relative to the best compared isomer or geometry (same formula, charge and spin) in kJ/mol
585.8 237.3 0.0 317.9 171.4
(order as listed above)